# 1
This record from the OMol25 dataset describes 2 unconnected molecules or ions with the total composition C11H15N in a non-equilibrium geometry. The level of theory is ωB97M-V/def2-TZVPD.

Summary:
Max |F|: 2.373 eV/Å
HOMO level (spin up / spin down): 0.59 / -2.83 eV
Lowest unoccupied orbital energy (spin up / spin down): 3.756 / 3.706 eV
Kohn-Sham gap (spin up / spin down): 3.165 / 6.534 eV
Electronic energy: -13138.9131 eV
Net charge: -1
Molecular weight: 161.2 g mol⁻¹
Multiplicity: 2

Geometry (Å):
N: 2.510 -0.667 0.189
C: -1.058 0.666 -2.734
C: -0.783 -2.390 0.383
C: 0.452 -1.553 0.506
C: -0.487 0.526 1.824
C: 2.110 1.554 1.275
C: 1.765 0.279 0.842
C: 1.186 2.305 2.030
C: 0.470 -0.227 1.043
C: 1.743 -1.861 0.089
C: -0.085 1.746 2.329
C: -2.273 0.061 -2.054
H: -0.891 -2.531 -0.699
H: -1.544 0.275 1.776
H: -1.623 -1.820 0.784
H: -1.300 1.359 -3.558
H: -2.209 0.306 -0.992
H: 1.381 3.264 2.495
H: -0.733 2.306 3.000
H: -3.198 0.566 -2.342
H: 3.111 1.972 1.162
H: -0.756 -3.321 0.959
H: 3.436 -0.541 -0.156
H: -2.365 -1.017 -2.143
H: 2.069 -2.551 -0.687
H: -0.440 -0.147 -3.113
H: -0.485 1.440 -2.208

# 2
This record from the OMol25 dataset describes 2 unconnected molecules or ions with the total composition C11H15N in a non-equilibrium geometry. The level of theory is ωB97M-V/def2-TZVPD.

Summary:
Max |F|: 3.397 eV/Å
HOMO level: -7.93 eV
Lowest unoccupied orbital energy: 0.958 eV
Kohn-Sham gap: 8.884 eV
Electronic energy: -13139.6156 eV
Molecular weight: 161.2 g mol⁻¹
Structure (SMILES): Cc1c[nH]c2ccccc12.CC

Geometry (Å):
N: -1.165 1.984 0.885
C: 0.486 1.643 -0.567
C: -0.341 0.469 -0.622
C: 0.033 2.556 0.349
C: -0.243 -0.757 -1.339
C: -2.448 -0.108 0.464
C: 1.955 -2.205 0.433
C: -1.413 0.812 0.208
C: -1.300 -1.589 -1.071
C: 2.877 -2.267 1.675
C: -2.326 -1.335 -0.131
C: 1.966 1.663 -0.898
H: 2.098 1.616 -1.988
H: 0.449 -0.902 -2.156
H: -3.111 -2.082 -0.093
H: -1.231 -2.597 -1.487
H: 2.438 2.562 -0.524
H: 1.283 -3.060 0.444
H: -3.302 0.154 1.079
H: 3.184 -1.280 1.987
H: 3.762 -2.902 1.469
H: 1.336 -1.340 0.677
H: -1.959 2.428 1.324
H: 0.332 3.554 0.565
H: 2.392 -2.920 2.390
H: 2.402 -2.045 -0.543
H: 2.445 0.746 -0.527

# 3
This record from the OMol25 dataset describes 2 unconnected molecules or ions with the total composition C11H15N in a non-equilibrium geometry. The level of theory is ωB97M-V/def2-TZVPD.

Summary:
Max |F|: 2.272 eV/Å
HOMO level: -7.83 eV
Lowest unoccupied orbital energy: 0.903 eV
Kohn-Sham gap: 8.734 eV
Electronic energy: -13139.8300 eV
Molecular weight: 161.2 g mol⁻¹
Structure (SMILES): Cc1c[nH]c2ccccc12.CC

Geometry (Å):
N: 0.246 -0.332 1.753
C: 1.642 1.755 -1.563
C: -0.938 -4.252 -1.141
C: 0.358 1.875 -1.056
C: 2.558 0.962 -0.801
C: -2.535 1.801 0.599
C: -1.298 1.001 0.723
C: 0.002 1.147 0.067
C: 0.883 0.232 0.649
C: 2.242 0.239 0.316
C: -1.054 0.133 1.752
C: -0.963 -2.751 -0.880
H: -2.308 2.577 -0.150
H: -1.634 -0.133 2.623
H: -1.202 -4.550 -2.155
H: -0.371 -2.316 -1.682
H: 0.005 -4.781 -1.002
H: -0.540 -2.674 0.121
H: -0.384 2.443 -1.596
H: -2.801 2.458 1.439
H: 0.740 -1.028 2.268
H: -3.477 1.341 0.303
H: 3.592 1.117 -1.098
H: -1.555 -4.913 -0.503
H: -1.978 -2.367 -0.889
H: 3.058 -0.292 0.785
H: 2.033 2.238 -2.444